[1]
{
  "formula": "C4H7NO",
  "method": "ωB97M-V/def2-TZVPD",
  "species": ["C", "C", "C", "N", "C", "O", "H", "H", "H", "H", "H", "H", "H"],
  "xyz": [[-0.698, 1.164, -0.809], [0.454, 0.554, -0.004], [-0.011, -0.179, 1.238], [-0.252, -1.528, 0.705], [0.537, -1.702, -0.275], [1.208, -0.664, -0.785], [-0.543, 0.886, -1.848], [-1.695, 0.819, -0.493], [-0.703, 2.262, -0.753], [1.333, 1.175, 0.054], [0.772, -0.223, 2.011], [-0.927, 0.189, 1.725], [0.665, -2.706, -0.682]],
  "atomic_forces_ev_per_a": [[0.290, -0.219, -0.254], [0.738, -0.776, -0.753], [0.112, -0.128, -0.128], [0.348, -0.783, 0.610], [-0.704, -0.139, 0.476], [-1.593, 1.347, 0.836], [-0.148, 0.120, -0.199], [0.493, -0.106, -0.030], [0.203, -0.355, 0.099], [-0.123, 0.529, 0.393], [-0.159, -0.107, -0.200], [0.354, 0.200, -0.493], [0.188, 0.417, -0.359]],
  "smiles": "C[C@H]1CN=CO1",
  "e_homo_ev": -9.47,
  "charge": 0,
  "relative_energy_kcal_mol": 36.7
}

---

[2]
{
  "formula": "C4H7NO",
  "method": "ωB97M-V/def2-TZVPD",
  "species": ["N", "C", "C", "C", "C", "H", "H", "H", "H", "H", "O", "H", "H"],
  "xyz": [[-2.421, 1.741, -0.277], [-1.731, 0.822, -0.118], [-0.800, -0.275, 0.035], [0.794, 0.179, -0.493], [-0.089, -0.735, -1.200], [-1.206, -1.063, 0.698], [1.821, -0.146, -0.266], [0.752, 1.254, -0.638], [0.235, -1.765, -1.073], [-0.480, -0.466, -2.160], [1.262, -0.176, 1.896], [1.506, 0.743, 2.039], [0.355, -0.112, 1.557]],
  "atomic_forces_ev_per_a": [[0.648, -1.029, 0.227], [-0.191, 0.904, -0.263], [0.522, 0.166, -0.358], [-0.724, 0.070, -0.176], [-0.131, -0.194, -0.859], [0.939, 0.536, -0.078], [-1.146, -0.144, 0.710], [-0.302, -0.169, -0.429], [-0.089, 0.058, -0.416], [-0.315, -0.154, -0.427], [0.098, -0.023, 1.485], [0.123, 0.015, 0.208], [0.565, -0.036, 0.377]],
  "smiles": "N#CC1CC1.O",
  "e_homo_ev": -9.94,
  "charge": 0,
  "relative_energy_kcal_mol": 77.6
}

---

[3]
{
  "formula": "C4H7NO",
  "method": "ωB97M-V/def2-TZVPD",
  "species": ["C", "C", "C", "O", "C", "N", "H", "H", "H", "H", "H", "H", "H"],
  "xyz": [[0.802, -0.571, 1.456], [-0.176, 0.041, 0.516], [-0.946, -0.668, -0.625], [-1.079, 0.380, -1.574], [-0.068, 1.240, -1.097], [-0.172, 1.307, 0.355], [1.646, 0.127, 1.546], [1.185, -1.521, 1.067], [0.348, -0.702, 2.429], [0.883, 0.664, -1.194], [-1.931, -0.960, -0.239], [-0.461, -1.545, -1.081], [0.054, 2.190, -1.593]],
  "atomic_forces_ev_per_a": [[-0.247, -0.212, 0.468], [-0.324, -0.077, 0.732], [0.065, -0.142, 0.247], [-0.165, 0.049, 0.116], [0.607, 0.255, -0.852], [0.977, -0.576, -0.148], [-0.372, -0.240, 0.082], [-0.299, 0.041, 0.185], [0.133, -0.337, 0.431], [0.027, 0.901, -1.046], [0.157, -0.118, -0.126], [0.139, 0.195, 0.185], [-0.698, 0.262, -0.275]],
  "e_homo_ev": -9.25,
  "charge": 0,
  "relative_energy_kcal_mol": 73.9
}

---

[4]
{
  "formula": "C4H7NO",
  "method": "ωB97M-V/def2-TZVPD",
  "species": ["O", "C", "C", "C", "C", "N", "H", "H", "H", "H", "H", "H", "H"],
  "xyz": [[1.309, 1.960, 0.479], [1.761, 0.932, 0.033], [0.991, -0.361, -0.102], [-0.386, -0.303, 0.535], [-1.473, 0.143, -0.332], [-1.272, -1.313, -0.023], [2.818, 0.885, -0.311], [1.611, -1.167, 0.309], [0.901, -0.586, -1.177], [-0.401, 0.061, 1.561], [-1.311, 0.458, -1.347], [-2.284, 0.636, 0.215], [-2.263, -1.346, 0.161]],
  "atomic_forces_ev_per_a": [[0.179, -0.460, -0.175], [-0.144, 0.220, 0.165], [-0.086, -0.058, 0.150], [0.071, 0.484, 0.007], [0.581, 1.008, -0.322], [-0.611, 0.417, -1.507], [-0.158, 0.031, 0.002], [-0.058, 0.035, 0.041], [-0.024, 0.034, 0.243], [-0.113, -0.431, 0.044], [0.177, 0.260, -0.200], [0.069, -0.193, -0.469], [0.115, -1.345, 2.022]],
  "smiles": "O=CC[C@H]1CN1",
  "e_homo_ev": -9.71,
  "charge": 0,
  "relative_energy_kcal_mol": 68.7
}

---

[5]
{
  "formula": "C4H7NO",
  "method": "ωB97M-V/def2-TZVPD",
  "species": ["O", "N", "C", "C", "C", "C", "H", "H", "H", "H", "H", "H", "H"],
  "xyz": [[2.642, -1.003, -0.478], [1.939, 0.022, -0.151], [0.644, 0.067, 0.012], [-0.373, -1.037, -0.180], [-1.478, 0.037, 0.038], [-0.395, 1.121, 0.329], [2.712, 0.679, -0.104], [-0.358, -1.522, -1.163], [-0.347, -1.823, 0.584], [-2.070, 0.248, -0.856], [-2.161, -0.165, 0.868], [-0.410, 1.991, -0.335], [-0.386, 1.474, 1.366]],
  "atomic_forces_ev_per_a": [[-0.586, -1.631, -0.274], [0.087, -0.550, -0.210], [1.058, -0.046, -0.166], [0.248, 0.021, 0.002], [-0.086, 0.042, -0.002], [0.184, 0.207, 0.041], [-1.432, 1.860, 0.634], [0.082, 0.111, 0.162], [0.099, 0.162, -0.128], [0.128, -0.039, 0.139], [0.155, 0.052, -0.134], [0.023, -0.127, 0.101], [0.040, -0.062, -0.163]],
  "smiles": "[O-][NH+]=C1CCC1",
  "e_homo_ev": -8.27,
  "charge": 0,
  "relative_energy_kcal_mol": 92.6
}

---

[6]
{
  "formula": "C4H7NO",
  "method": "ωB97M-V/def2-TZVPD",
  "species": ["C", "C", "C", "O", "C", "N", "H", "H", "H", "H", "H", "H", "H"],
  "xyz": [[-0.832, 1.275, 0.332], [-0.045, 0.045, -0.066], [1.164, 0.229, -0.933], [1.827, -0.699, -1.342], [0.102, -1.157, 0.808], [-0.819, -1.182, -0.305], [-0.876, 2.002, -0.488], [-1.858, 0.980, 0.566], [-0.406, 1.781, 1.205], [1.442, 1.273, -1.185], [1.044, -1.686, 0.686], [-0.333, -1.162, 1.803], [-0.410, -1.700, -1.081]],
  "atomic_forces_ev_per_a": [[-0.006, -0.005, 0.008], [0.067, 0.164, -0.006], [0.156, -0.314, -0.138], [-0.306, 0.460, -0.007], [0.116, -0.087, 0.283], [0.003, -0.081, -0.247], [0.017, -0.147, 0.096], [0.166, 0.036, 0.019], [0.002, -0.095, -0.139], [-0.048, -0.073, 0.057], [-0.172, 0.021, 0.143], [-0.048, 0.073, -0.152], [0.052, 0.048, 0.084]],
  "smiles": "C[C@@]1(C=O)CN1",
  "e_homo_ev": -9.94,
  "charge": 0,
  "relative_energy_kcal_mol": 43.8
}

---

[7]
{
  "formula": "C4H7NO",
  "method": "ωB97M-V/def2-TZVPD",
  "species": ["O", "C", "N", "C", "C", "C", "H", "H", "H", "H", "H", "H", "H"],
  "xyz": [[-0.534, -1.599, -2.193], [0.190, -1.135, -1.355], [-0.308, -0.109, -0.399], [0.220, -0.215, 0.941], [-0.491, 0.094, 2.012], [0.529, 1.083, -1.065], [1.246, -1.350, -1.199], [-1.344, -0.189, -0.394], [1.293, -0.370, 0.944], [-1.557, 0.295, 1.956], [0.001, 0.193, 2.972], [0.811, 1.848, -0.312], [-0.056, 1.452, -1.906]],
  "atomic_forces_ev_per_a": [[0.295, 0.499, 0.594], [-0.016, 0.029, -0.333], [0.214, 0.503, -0.173], [0.101, 0.234, 0.174], [0.045, -0.131, -0.154], [-0.460, -0.673, -0.037], [0.016, -0.053, 0.142], [0.576, 0.596, -0.113], [-0.096, -0.034, 0.026], [0.151, 0.082, 0.011], [-0.139, -0.236, -0.065], [-0.592, -0.752, -0.275], [-0.096, -0.064, 0.204]],
  "e_homo_ev": -7.45,
  "charge": 0,
  "relative_energy_kcal_mol": 111.1
}

---

[8]
{
  "formula": "C4H7NO",
  "method": "ωB97M-V/def2-TZVPD",
  "species": ["C", "N", "C", "C", "C", "O", "H", "H", "H", "H", "H", "H", "H"],
  "xyz": [[2.263, 0.585, 0.114], [1.409, -0.041, -0.589], [0.078, 0.164, -0.267], [-1.018, -0.593, -0.307], [-1.660, 0.465, 0.546], [-0.405, 1.225, 0.484], [1.971, 1.310, 0.883], [3.318, 0.325, 0.009], [0.012, -1.836, 2.149], [-0.407, -1.754, 1.548], [-1.239, -1.579, -0.682], [-2.480, 1.000, 0.069], [-1.873, 0.243, 1.599]],
  "atomic_forces_ev_per_a": [[-0.086, -0.158, 0.167], [-0.010, 0.107, 0.251], [0.386, -0.225, -0.116], [0.096, -0.030, -0.147], [-0.422, 0.050, -0.030], [0.070, -0.006, 0.019], [0.116, -0.108, -0.154], [-0.174, 0.259, -0.190], [0.135, -0.104, 0.334], [0.000, -0.043, -0.013], [-0.123, 0.177, 0.031], [0.020, 0.187, 0.166], [-0.008, -0.107, -0.317]],
  "e_homo_ev": -8.80,
  "charge": 0,
  "relative_energy_kcal_mol": 97.2
}